(1)
The molecule C3H5N3O at a distorted geometry, computed with ωB97M-V/def2-TZVPD.

- HOMO-LUMO gap (eV) = 8.17
- energy relative to the best compared isomer or geometry (same formula, charge and spin) (eV) = 4.070
- total energy (Ha) = -356.70780

Structure (ORCA input):
```
! wB97M-V def2-TZVPD RIJCOSX def2/J DEFGRID3
* xyz 0 1
C -0.31388 0.16530 -0.60116
C 0.74108 0.29736 0.35838
N 1.58831 -0.62154 0.78558
N -0.71949 -1.14403 -0.99333
C -0.97831 1.52504 0.54404
O 0.52672 1.39091 1.04617
N -1.91301 2.18552 0.79040
H -0.21943 0.89253 -1.40599
H 1.66536 -1.48106 0.26308
H 2.06732 -0.52848 1.66733
H -0.92113 -1.20814 -1.98144
H -1.52354 -1.47340 -0.47305
*
```

---

(2)
The molecule C3H5N3O at a distorted geometry, computed with ωB97M-V/def2-TZVPD.

- HOMO-LUMO gap (eV) = 7.45
- energy relative to the best compared isomer or geometry (same formula, charge and spin) (eV) = 3.906
- total energy (Ha) = -356.71382

Structure (ORCA input):
```
! wB97M-V def2-TZVPD RIJCOSX def2/J DEFGRID3
* xyz 0 1
O -2.08605 0.99325 -0.37555
C -1.85238 -0.16083 0.24218
C -0.36238 -0.29655 0.18467
N 0.19314 0.78007 -0.43701
N 1.56660 0.48085 -0.46209
C 1.71431 -0.61554 0.28813
N 0.56500 -1.15881 0.63077
H -0.30829 1.15233 -1.26280
H -2.30728 -1.09779 -0.17824
H -2.12238 -0.25626 1.33433
H 2.31913 1.14964 -0.59789
H 2.68058 -0.97036 0.63350
*
```